{"formula": "C12H15P", "method": "ωB97M-V/def2-TZVPD", "de_lowest_ev": 1.606, "gap_ev": 9.0, "species": ["C", "C", "C", "C", "C", "C", "C", "C", "C", "C", "C", "C", "P", "H", "H", "H", "H", "H", "H", "H", "H", "H", "H", "H", "H", "H", "H", "H"], "positions_angstrom": [[3.4306, 0.2291, 0.3256], [2.9967, 1.3205, -0.3376], [2.6756, -0.9132, 0.4619], [1.6937, 1.3654, -0.8558], [1.4219, -0.9601, -0.0863], [0.9506, 0.2197, -0.6456], [0.4051, -2.0096, 0.0419], [-0.8041, -1.6285, -0.3573], [-0.8994, -0.2312, -0.8832], [-1.8908, -2.6883, -0.3551], [-2.1282, 2.3272, -0.5080], [-1.3102, 0.6588, 1.5750], [-2.3281, 0.5266, 0.0337], [4.4376, 0.4238, 0.7834], [3.5169, 2.1959, -0.4110], [3.1479, -1.6440, 1.0288], [1.1713, 2.2982, -1.3301], [0.7538, -2.8766, 0.4167], [-1.1439, -0.0117, -2.0010], [-1.8346, -2.9656, -1.4097], [-2.7593, -2.1449, 0.0360], [-1.6718, -3.5757, 0.2703], [-2.5428, 2.3925, -1.5645], [-1.0365, 2.6821, -0.2448], [-2.7287, 2.9045, 0.0623], [-1.2685, -0.3986, 2.0638], [-1.8305, 1.3280, 2.4587], [-0.4241, 1.1758, 1.4316]]}



{"formula": "C12H16AuF5N2", "method": "ωB97M-V/def2-TZVPD", "gap_ev": 9.0, "species": ["Au", "C", "N", "C", "C", "C", "N", "C", "C", "H", "H", "H", "H", "H", "H", "H", "H", "H", "H", "H", "H", "H", "H", "H", "H", "F", "C", "C", "C", "F", "C", "F", "C", "F", "C", "F"], "positions_angstrom": [[-0.5944, -0.3038, -0.7092], [0.7694, 2.7762, -1.1797], [0.7982, 2.0735, 0.0943], [2.1548, 1.9815, 0.6179], [-0.1373, 2.6382, 1.0491], [-1.5627, 2.1528, 0.8399], [-1.7392, 0.6871, 0.9679], [-3.1422, 0.3414, 0.6392], [-1.4478, 0.2566, 2.3423], [1.1114, 3.8186, -1.0759], [-0.2421, 2.7786, -1.5895], [1.4118, 2.2620, -1.8960], [2.5917, 2.9695, 0.8289], [2.7879, 1.4734, -0.1084], [2.1590, 1.3955, 1.5366], [-0.1573, 3.7354, 0.9957], [0.1985, 2.3853, 2.0547], [-1.9156, 2.4361, -0.1524], [-2.2038, 2.6563, 1.5763], [-3.8335, 0.8808, 1.3013], [-3.2922, -0.7292, 0.7647], [-3.3549, 0.6007, -0.3971], [-2.1018, 0.7727, 3.0564], [-0.4097, 0.4613, 2.5964], [-1.6108, -0.8167, 2.4253], [1.9896, -1.9142, -1.9597], [0.9604, -1.8618, -2.8272], [-0.2145, -1.2301, -2.4757], [-1.1980, -1.2234, -3.4485], [-2.3910, -0.6262, -3.2237], [-1.0419, -1.8077, -4.6878], [-2.0215, -1.7764, -5.5950], [0.1504, -2.4331, -4.9914], [0.3241, -3.0022, -6.1817], [1.1613, -2.4605, -4.0545], [2.3167, -3.0622, -4.3483]]}



{"formula": "C12H16BrClN2O", "method": "ωB97M-V/def2-TZVPD", "gap_ev": 7.9, "species": ["C", "N", "C", "H", "H", "H", "C", "C", "H", "C", "N", "C", "O", "C", "C", "C", "C", "C", "C", "Cl", "H", "H", "Br", "H", "H", "H", "H", "H", "H", "H", "H", "H", "H"], "positions_angstrom": [[2.9745, -0.9780, 2.6592], [2.9806, -0.1951, 1.3233], [3.5831, -1.0918, 0.2192], [3.0412, -1.8508, 0.0336], [4.6684, -1.1719, 0.6358], [3.9408, -0.3881, -0.4749], [1.8897, 0.3430, 1.1712], [2.0188, 1.4597, -0.2278], [2.3033, 0.9991, -1.1663], [0.6477, 2.2641, -0.2612], [-0.3346, 1.2295, -0.8270], [-1.3021, 1.0083, -0.0696], [-1.6047, 1.6395, 1.1843], [-2.4713, 0.0546, -0.6334], [-3.7582, 0.5748, -0.5146], [-4.7456, -0.3167, -0.8399], [-4.5579, -1.3021, -1.5902], [-3.1593, -1.7749, -1.7850], [-2.2455, -1.0563, -1.4739], [-0.5165, -1.6412, -1.4916], [-2.8730, -2.6141, -2.5091], [-5.1905, -2.1710, -2.0389], [-6.5966, 0.1025, -0.7322], [-3.9730, 1.2279, 0.3050], [-0.2514, 0.9764, -1.9497], [0.7675, 3.0302, -1.0104], [0.3519, 2.7845, 0.7881], [2.7679, 1.9638, 0.0556], [1.2244, -0.5037, 0.7172], [1.3293, 0.7673, 1.9067], [2.3892, -1.8812, 2.4287], [4.0814, -1.1733, 2.8066], [2.6205, -0.3151, 3.3611]]}



{"formula": "C12H16BrN3O3S2", "method": "ωB97M-V/def2-TZVPD", "de_lowest_ev": 0.000, "gap_ev": 7.6, "species": ["C", "C", "O", "C", "O", "C", "C", "C", "C", "O", "C", "N", "C", "Br", "C", "S", "C", "N", "S", "N", "C", "H", "H", "H", "H", "H", "H", "H", "H", "H", "H", "H", "H", "H", "H", "H", "H"], "positions_angstrom": [[0.9455, 3.0594, 2.2702], [0.0367, 2.0470, 2.9340], [0.8739, 1.1040, 3.6069], [-0.9127, 1.3698, 1.9570], [-0.2636, 1.2141, 0.6990], [-0.9903, 0.5155, -0.2166], [-0.5873, -0.7255, -0.6047], [0.6364, -1.3031, 0.0582], [1.9688, -0.8781, -0.5929], [1.6884, 0.1531, -1.5473], [2.7524, -2.0060, -1.2959], [2.7002, -3.3415, -0.7177], [-1.3324, -1.4196, -1.6241], [-0.7014, -3.1195, -2.1688], [-2.4428, -0.9171, -2.2285], [-3.4513, -1.6320, -3.4692], [-2.8705, 0.3777, -1.8049], [-3.9267, 1.0430, -2.2678], [-3.9510, 2.4443, -1.4852], [-2.6681, 2.2920, -0.5438], [-2.1435, 1.0952, -0.8092], [1.7572, 2.5519, 1.7540], [1.3877, 3.7039, 3.0295], [0.3927, 3.6775, 1.5664], [-0.5830, 2.5646, 3.6757], [0.3100, 0.5536, 4.1582], [-1.1741, 0.3776, 2.3461], [-1.8347, 1.9476, 1.8644], [0.6333, -0.9328, 1.0823], [0.5441, -2.3839, 0.1155], [2.6171, -0.4458, 0.1726], [2.4831, 0.6785, -1.6735], [3.8033, -1.6982, -1.3099], [2.4359, -2.0393, -2.3378], [2.5838, -3.3332, 0.2846], [1.9717, -3.9016, -1.1322], [-2.6890, -2.6928, -3.7444]]}



{"formula": "C12H16Cl2CrF2NO24S2", "method": "ωB97M-V/def2-TZVPD", "de_lowest_ev": 0.000, "gap_ev": [7.2, 8.6], "s_squared": 3.772, "multiplicity": 4, "species": ["Cr", "Cl", "O", "O", "O", "O", "Cl", "O", "O", "O", "O", "N", "S", "O", "O", "F", "S", "O", "O", "F", "C", "C", "O", "C", "O", "O", "H", "H", "H", "H", "C", "C", "O", "C", "O", "O", "H", "H", "H", "H", "C", "C", "O", "C", "O", "O", "H", "H", "H", "H", "C", "C", "O", "C", "O", "O", "H", "H", "H", "H"], "positions_angstrom": [[-0.0074, -0.3867, 0.1089], [3.5004, -0.6028, -1.1237], [3.8972, 0.5936, -1.8050], [2.1098, -0.4150, -0.6924], [3.5136, -1.7158, -2.0461], [4.3296, -0.8631, 0.0019], [-3.2898, -1.3179, 0.6646], [-2.0863, -0.5207, 0.2380], [-3.8574, -1.9404, -0.4907], [-2.8676, -2.2939, 1.6037], [-4.1902, -0.3453, 1.1917], [0.5889, -1.3936, 1.6436], [1.7757, -0.8473, 2.7547], [3.0510, -1.4018, 2.5397], [1.2574, -0.5634, 4.0409], [1.8977, 0.6149, 2.1382], [0.2742, -2.7893, 2.4568], [-0.6546, -2.7138, 3.5171], [1.3930, -3.6593, 2.5413], [-0.5559, -3.4461, 1.2743], [2.2106, -4.6063, -1.7504], [1.3199, -4.5953, -3.0005], [0.5866, -3.3752, -2.8147], [0.6295, -3.0452, -1.5337], [0.0137, -2.1148, -1.0804], [1.4092, -3.8553, -0.8413], [3.2040, -4.2166, -1.9637], [2.3291, -5.6303, -1.4051], [0.6461, -5.4513, -2.9969], [1.8646, -4.5109, -3.9348], [-2.9218, -0.3965, -4.2224], [-1.6306, -0.5360, -5.0292], [-0.6440, -0.4299, -3.9996], [-1.1626, 0.0467, -2.8837], [-0.5733, 0.2734, -1.8646], [-2.4983, 0.1329, -2.9618], [-3.3192, -1.3967, -4.0380], [-3.7081, 0.2398, -4.6149], [-1.5132, 0.2574, -5.7658], [-1.5608, -1.5127, -5.4952], [2.2030, 4.5592, 0.2357], [0.7434, 4.9855, 0.4968], [0.0223, 3.7880, 0.2615], [0.8847, 2.7590, 0.2283], [0.5255, 1.6189, 0.1508], [2.1247, 3.1463, 0.4277], [2.9688, 5.0159, 0.8504], [2.4292, 4.7426, -0.8172], [0.5210, 5.8016, -0.1837], [0.6911, 5.3226, 1.5331], [-2.6065, 2.9588, 4.4191], [-1.4554, 3.8464, 3.9096], [-0.8347, 2.9982, 2.9148], [-1.2672, 1.7313, 3.0595], [-0.8789, 0.7877, 2.4582], [-2.2275, 1.6632, 3.9959], [-3.6259, 3.2158, 4.1522], [-2.4739, 3.0129, 5.5027], [-0.6582, 4.0403, 4.6213], [-1.8463, 4.7364, 3.4222]]}



{"formula": "C12H16Cl3F3O3Ti", "method": "ωB97M-V/def2-TZVPD", "de_lowest_ev": 1.648, "gap_ev": 4.0, "total_charge": -2, "species": ["C", "C", "C", "C", "C", "C", "C", "C", "C", "C", "Ti", "Cl", "Cl", "Cl", "H", "H", "H", "H", "H", "H", "H", "H", "H", "H", "H", "H", "H", "H", "H", "O", "H", "F", "C", "F", "F", "C", "O", "O"], "positions_angstrom": [[1.0207, -1.7288, -0.6229], [1.8314, -0.7089, -1.2095], [1.0397, -0.0211, -2.1763], [3.2360, -0.4171, -0.8995], [-0.2423, -0.6440, -2.2199], [-0.2592, -1.6835, -1.2525], [-1.4003, -2.5709, -0.9748], [1.4576, -2.6413, 0.4411], [1.4917, 1.1218, -2.9801], [-1.3483, -0.2565, -3.1112], [-0.0142, 1.4422, 1.5713], [1.6457, 2.4325, 0.8917], [1.1463, -0.0129, 2.8945], [-1.2837, 1.8527, -0.2451], [3.6272, -1.1414, -0.1780], [3.3552, 0.5914, -0.4731], [3.8555, -0.4688, -1.8085], [1.9698, 1.8840, -2.3489], [0.6433, 1.5862, -3.4968], [2.2242, 0.8105, -3.7406], [-1.4643, 0.8346, -3.1425], [-2.2887, -0.6950, -2.7627], [-1.1695, -0.6059, -4.1395], [-2.3414, -2.0298, -1.1222], [-1.3683, -2.9103, 0.0632], [-1.3958, -3.4452, -1.6435], [1.9602, -2.0872, 1.2460], [2.1511, -3.4062, 0.0567], [0.5915, -3.1471, 0.8808], [-1.3033, -0.5963, 1.3350], [-0.9721, -0.9906, 2.1641], [-2.9890, 3.3594, 5.6351], [-2.7690, 3.2337, 4.3053], [-3.9426, 2.8576, 3.7085], [-2.4259, 4.4526, 3.8098], [-1.6762, 2.1491, 3.9707], [-1.5689, 1.1794, 4.7072], [-1.0241, 2.4210, 2.8670]]}